No. 1
25
Properties=species:S:1:pos:R:3:forces:R:3:lowdin_charge:R:1 method="wB97M-V/def2-TZVPD" lumo_energy_ev=2.04 e_homo_ev=-3.8 charge=-1
C 4.177211 -0.380179 0.556079 0.03 -0.01 -0.02 -0.117
C 3.528122 -0.243718 -0.849555 -0.05 -0.06 0.14 -0.183
B 2.028294 0.196257 -0.588092 -0.20 0.01 -0.02 -0.363
O 1.815057 1.565165 -0.702892 -0.30 0.06 0.23 0.093
B 0.774681 -0.932340 -0.126840 0.19 -0.01 0.32 -0.553
O 0.102244 -0.684448 1.235202 0.22 0.10 -0.31 -0.101
C -1.240842 -0.428018 1.003192 0.08 0.09 -0.03 -0.322
C -1.523458 -1.028183 -0.366313 0.09 0.80 -0.10 -0.719
Br -1.905165 -3.021138 -0.144430 -0.16 -0.38 0.03 0.516
O -0.423133 -0.779303 -1.080618 0.10 -0.44 -0.03 -0.090
H 4.560331 -1.385303 0.736754 0.04 0.01 -0.03 0.062
H 5.003031 0.322060 0.684126 0.00 0.00 0.01 0.059
H 3.463831 -0.179475 1.361073 -0.02 0.00 -0.01 0.069
H 4.088439 0.467463 -1.463842 0.01 -0.01 0.00 0.080
H 3.538844 -1.218586 -1.340998 0.05 0.03 -0.06 0.083
H 0.912876 1.763412 -0.411141 0.25 -0.08 -0.19 0.086
H 1.202395 -2.094123 -0.144159 -0.11 0.08 -0.06 0.083
H -1.425567 0.661684 0.875708 -0.15 -0.02 0.11 0.114
H -1.882400 -0.792161 1.809334 0.01 -0.09 -0.01 0.090
H -2.425820 -0.687346 -0.867144 -0.03 -0.14 0.08 0.013
C -4.998464 1.795422 -0.061737 -0.04 -0.05 0.03 -1.646
Br -4.138351 1.348585 -1.714597 -0.02 0.09 -0.13 0.623
Br -4.904171 0.340765 1.186260 0.00 -0.04 0.03 0.607
Br -4.285793 3.418806 0.688034 0.01 0.05 0.02 0.556
H -6.042193 1.974701 -0.273404 0.01 0.01 0.00 -0.037

No. 2
55
Properties=species:S:1:pos:R:3:forces:R:3:lowdin_charge:R:1 method="wB97M-V/def2-TZVPD" lumo_energy_ev=4.81 e_homo_ev=-2.0 charge=-2
Cd -1.216882 0.287607 -0.146722 -0.19 2.43 0.54 1.361
S -0.228669 1.602444 1.947202 2.41 2.53 4.40 0.182
O 0.709442 1.177341 2.994633 -0.09 -1.57 -0.61 -0.389
O -1.451113 0.773737 1.863394 -1.97 -0.15 2.57 -0.482
O -0.448689 3.014503 2.285506 -1.55 0.54 -1.19 -0.414
O 0.299096 1.437708 0.588344 2.97 1.50 -1.30 -0.481
S -0.904253 -1.828315 -1.606451 0.47 -0.97 -2.44 0.195
O -1.816774 -1.885271 -2.747097 -0.43 0.07 -0.43 -0.404
O -1.706479 -1.572945 -0.382679 -2.04 -4.66 1.12 -0.502
O -0.044208 -2.994359 -1.557905 0.11 -0.28 0.61 -0.370
O -0.104588 -0.562548 -1.650822 1.98 -0.41 -2.24 -0.486
C -4.398952 0.236467 0.579786 0.25 -0.07 0.01 -0.090
C -3.956677 0.624845 -0.832716 -0.64 0.07 0.32 -0.265
N -2.776627 1.513489 -0.904177 -1.92 0.54 -1.23 -0.273
C -2.989270 2.759571 -0.165595 0.62 0.99 0.52 -0.259
C -3.976451 3.747530 -0.771189 -0.98 -0.30 -0.34 -0.087
C -2.447502 1.697422 -2.348970 0.10 0.51 0.07 -0.243
C -1.253514 2.625311 -2.527176 -0.17 0.45 0.41 -0.081
H -5.190332 -0.500950 0.431758 -0.05 -0.01 0.30 0.072
H -4.753147 1.048224 1.217288 -0.25 0.18 -0.36 0.066
H -3.594926 -0.203030 1.169028 0.08 -0.25 -0.23 0.050
H -3.771810 -0.302066 -1.378174 0.49 0.08 -0.03 0.104
H -4.817431 1.075660 -1.349329 0.03 0.24 -0.03 0.102
H -2.030732 3.263021 -0.006283 0.15 -0.10 -0.43 0.107
H -3.210586 2.579732 0.886228 -0.36 -0.58 -0.18 0.106
H -4.924741 3.284831 -1.072840 0.12 -0.33 0.03 0.060
H -3.614322 4.217376 -1.687366 0.19 0.22 0.19 0.058
H -4.319633 4.492381 -0.051168 0.53 0.20 0.03 0.070
H -2.204276 0.714371 -2.755768 -0.11 -0.08 0.03 0.097
H -3.328571 2.090948 -2.871946 -0.08 -0.04 -0.08 0.108
H -1.477903 3.639223 -2.182426 -0.04 -0.09 0.26 0.058
H -0.438599 2.237236 -1.914916 0.28 0.14 -0.26 0.062
H -0.947349 2.791119 -3.560301 0.01 -0.62 -0.10 0.072
C 5.882392 -0.930961 0.915341 -0.56 -0.29 -0.19 -0.101
C 4.429207 -0.852443 0.417943 -0.09 0.32 0.16 -0.272
N 3.479374 -1.550844 1.278257 0.55 0.27 0.16 -0.184
C 3.785319 -2.951042 1.505956 0.50 -0.15 -0.81 -0.267
C 3.808274 -3.804030 0.229255 -0.88 -0.38 0.12 -0.089
C 2.104101 -1.252037 0.824690 0.35 -0.27 -0.10 -0.239
C 1.076756 -1.806754 1.798774 -0.28 0.40 0.20 -0.085
H 6.227434 -1.966345 0.882815 0.11 0.02 0.20 0.046
H 5.892911 -0.556011 1.938895 0.18 -0.14 0.08 0.072
H 6.594808 -0.358733 0.319213 -0.23 0.19 -0.13 0.056
H 4.103524 0.190274 0.426301 0.11 0.08 0.07 0.114
H 4.318680 -1.145457 -0.637100 0.27 -0.26 -0.10 0.109
H 4.792907 -3.081993 1.914808 -0.11 0.44 0.44 0.086
H 3.087493 -3.348621 2.240474 -0.08 -0.05 -0.08 0.098
H 3.995856 -4.854731 0.473137 0.12 0.01 0.02 0.059
H 2.824213 -3.770655 -0.245968 0.09 0.04 -0.20 0.070
H 4.560839 -3.479447 -0.489773 0.02 0.10 0.05 0.057
H 1.930203 -1.604545 -0.201233 -0.10 -0.38 0.06 0.098
H 2.068191 -0.170523 0.701823 -0.35 0.05 0.54 0.090
H 0.973425 -2.891888 1.735622 0.07 -0.03 -0.09 0.067
H 0.078083 -1.388668 1.660300 0.14 -0.06 -0.32 0.039
H 1.322483 -1.507162 2.819318 0.23 -0.07 -0.01 0.074

No. 3
73
Properties=species:S:1:pos:R:3:forces:R:3:lowdin_charge:R:1 method="wB97M-V/def2-TZVPD" lumo_energy_ev="1.49 / 1.22" e_homo_ev="-4.9 / -4.9" charge=-1 spin_multiplicity=5 s_squared=6.01
Ru -0.099187 -0.301095 0.680976 1.43 0.82 -0.52 1.312
O -4.317102 3.759592 -4.655385 0.96 0.48 0.84 -0.078
C -3.386910 4.158122 -3.893159 -0.39 0.63 -0.53 -0.675
O -2.878234 5.301124 -3.734326 -0.51 -1.12 -0.27 -0.062
C -2.787518 3.061190 -2.995841 0.09 -0.08 0.03 -0.102
C -3.594971 2.035765 -2.509986 -0.03 0.03 -0.07 -0.008
C -3.042568 1.073461 -1.687003 0.51 -0.06 0.23 -0.132
N -1.737940 1.040191 -1.370182 -0.27 0.31 -0.15 0.057
C -0.952464 2.012348 -1.852626 -0.32 -0.36 0.12 -0.196
C -1.439373 3.043490 -2.638865 -0.06 0.19 -0.01 0.059
C 0.521882 1.898082 -1.515840 0.12 -0.19 -0.11 -0.563
O 1.276246 2.841584 -1.696357 -0.11 -0.35 0.08 0.054
O 0.904844 0.715845 -1.073748 -0.46 0.45 0.17 -0.207
H -4.640221 2.002544 -2.799147 0.11 0.04 0.02 0.112
H -3.664308 0.275551 -1.266844 0.16 0.15 -0.06 0.099
H -0.769568 3.827931 -2.964422 -0.08 0.01 -0.04 0.126
N -5.717723 -4.363834 -0.890593 -0.23 -0.03 0.13 0.169
C -4.687097 -4.000646 -1.696213 0.41 0.45 0.56 -0.494
O -4.584019 -4.390756 -2.829738 0.06 -0.31 -0.70 0.081
C -3.631661 -3.095458 -1.086738 -0.61 -0.45 -0.22 -0.126
C -2.641381 -2.622470 -1.912805 0.45 0.26 -0.47 0.028
C -1.676656 -1.774786 -1.400901 0.03 -0.14 -0.44 -0.117
N -1.672941 -1.393178 -0.127851 -0.33 -0.45 0.42 -0.105
C -2.627863 -1.852433 0.674876 -0.26 -0.09 0.01 -0.101
C -3.619022 -2.709960 0.231992 -0.10 0.15 0.68 0.004
H -6.468739 -4.848979 -1.350903 -0.05 -0.03 0.01 0.111
H -5.950000 -3.831070 -0.073015 0.01 0.02 0.02 0.087
H -2.635868 -2.907968 -2.955571 0.04 0.03 0.02 0.129
H -0.896310 -1.351677 -2.016848 0.04 -0.03 -0.04 0.122
H -2.604919 -1.496994 1.690101 0.03 -0.01 0.15 0.083
H -4.354247 -3.056341 0.948423 0.06 0.05 -0.02 0.111
C 5.432171 0.458676 0.799282 -0.03 -0.14 0.03 -0.164
C 4.408647 1.129337 -0.084923 -0.28 -0.03 0.17 -0.168
N 3.069534 0.929655 0.456461 0.20 -0.16 -0.06 0.106
C 2.776064 0.461971 1.678438 -0.14 -0.02 0.06 -0.352
N 1.532225 0.127866 1.977022 -0.05 0.00 0.05 -0.075
C 1.215579 -0.337303 3.333227 0.24 0.17 -0.29 -0.251
C 2.400729 -0.982609 4.010574 0.06 -0.10 -0.10 -0.156
C 3.536127 0.009813 3.973912 0.06 0.10 -0.23 -0.156
N 3.795850 0.385747 2.591250 0.11 -0.04 0.09 -0.038
C 5.125562 0.857278 2.227915 -0.24 0.08 0.03 -0.155
H 6.443555 0.754429 0.519605 0.00 0.02 0.00 0.114
H 5.343585 -0.627976 0.712055 0.07 0.03 -0.01 0.122
H 4.431269 0.725397 -1.093949 -0.03 -0.05 -0.11 0.124
H 4.622785 2.196077 -0.160104 -0.01 0.13 -0.01 0.119
H 2.296372 0.928247 -0.230197 -0.07 0.00 0.09 0.066
H 0.404024 -1.055290 3.269159 -0.17 -0.10 -0.06 0.083
H 0.853732 0.495492 3.933538 -0.08 0.14 0.06 0.090
H 2.686568 -1.885161 3.464189 -0.01 -0.01 0.06 0.120
H 2.154030 -1.250128 5.038593 0.00 -0.01 0.02 0.117
H 4.449827 -0.414766 4.383642 0.14 -0.05 0.02 0.115
H 3.277847 0.886396 4.578520 0.03 0.09 0.03 0.127
H 5.833914 0.414273 2.920719 0.09 -0.10 0.14 0.113
H 5.200383 1.947381 2.328668 0.01 0.03 0.05 0.129
F 0.342340 -3.103403 1.266539 0.38 0.41 -0.43 -0.123
C 0.953949 -2.140600 0.388042 -0.22 -0.57 0.74 -0.364
F 2.303532 -2.201173 0.706541 -0.28 0.00 -0.05 -0.066
H 0.882044 -2.588469 -0.602888 -0.06 -0.08 -0.23 0.078
C -1.592919 0.221164 5.044395 0.14 -0.22 0.11 -0.248
Ge -2.229561 1.131103 3.421657 -0.13 -0.07 0.02 0.663
C -2.422077 3.005434 3.929024 -0.07 0.28 0.01 -0.238
C -4.041113 0.393320 3.187542 -0.20 -0.15 -0.13 -0.243
C -1.188144 0.994634 1.825025 -0.12 -0.25 0.17 -0.344
H -2.411712 0.234016 5.772941 0.12 -0.02 -0.07 0.015
H -0.735216 0.742077 5.480946 -0.11 -0.09 -0.02 0.009
H -1.310246 -0.822891 4.857305 -0.07 0.20 0.08 0.011
H -2.924902 3.085098 4.900189 0.07 0.03 -0.15 0.014
H -3.006114 3.552996 3.180443 0.11 -0.07 0.14 0.022
H -1.435170 3.473347 4.002688 -0.14 -0.02 0.01 0.017
H -4.683308 0.738014 4.005092 0.04 -0.06 -0.09 0.014
H -4.018752 -0.705651 3.211765 -0.06 0.23 0.01 -0.001
H -4.477754 0.715582 2.235121 0.06 -0.07 0.16 0.018
H -1.139128 1.966615 1.335193 -0.04 0.20 -0.21 -0.040

No. 4
112
Properties=species:S:1:pos:R:3:forces:R:3:lowdin_charge:R:1 method="wB97M-V/def2-TZVPD" lumo_energy_ev=3.04 e_homo_ev=1.0 charge=-2
O 1.329838 -0.949719 -0.088514 -0.73 -0.17 -0.06 -0.501
C -0.070643 -0.785193 0.017467 2.90 0.84 -1.38 -0.501
C -0.645775 0.365384 -0.924903 -1.01 -0.23 -1.97 -0.474
O -1.011587 0.138918 -2.323571 0.33 -0.27 2.23 -0.526
H -0.196327 -0.577574 1.080095 -1.12 0.68 0.76 0.022
H -0.572267 -1.731914 -0.183022 -0.71 -0.37 -0.39 0.042
H -0.047416 1.276018 -0.896619 1.59 -0.12 0.08 0.040
H -1.478788 0.853264 -0.418782 -1.52 -0.39 0.77 0.009
C 8.039143 -5.707402 6.163873 -0.55 2.38 -1.62 -0.003
C 6.889064 -5.525311 5.379589 1.08 -0.34 0.09 -0.002
C 6.402953 -4.238128 5.021697 -0.15 -1.06 -1.56 -0.311
C 7.163460 -3.144477 5.308331 -0.09 0.25 1.35 -0.030
C 8.292958 -3.270400 6.147190 -0.59 -0.17 -0.65 -0.028
C 8.746128 -4.521916 6.523247 -1.38 -1.56 0.40 -0.334
O 9.697903 -4.727652 7.500712 0.17 0.99 -0.05 0.014
O 5.254686 -4.194902 4.250216 0.10 -1.20 0.79 0.035
H 8.468468 -6.681694 6.345097 -0.15 0.01 0.24 0.109
H 6.525616 -6.433951 4.922763 -0.81 0.17 0.05 0.110
H 6.739325 -2.173145 5.100908 0.27 0.22 -0.22 0.118
H 8.682399 -2.330667 6.510022 0.59 -0.14 0.15 0.110
H 9.489163 -3.966790 8.047628 0.82 0.00 0.73 0.091
H 5.066040 -3.457310 3.665421 0.64 0.47 0.27 0.113
C 5.780264 4.164742 1.535567 0.03 1.11 -0.31 -0.029
C 6.728472 5.158138 1.267519 0.20 0.42 2.58 0.006
C 7.334287 5.725218 2.442084 -0.61 0.62 1.20 -0.266
C 6.839667 5.463333 3.774217 -0.25 -0.58 -1.37 -0.030
C 5.795962 4.569804 3.961764 -0.25 -0.58 -1.71 -0.018
C 5.302518 3.951892 2.808462 0.30 -1.54 -0.37 -0.346
O 4.364920 2.977186 2.975397 -0.75 0.04 1.38 0.029
O 8.329967 6.705473 2.377271 -0.27 -0.27 -1.41 -0.010
H 5.287891 3.625514 0.739823 0.03 0.08 -0.25 0.124
H 6.786111 5.551244 0.263258 0.84 -0.11 0.02 0.110
H 7.235980 5.957870 4.648733 0.39 0.24 -0.15 0.099
H 5.303021 4.166965 4.834197 0.43 0.64 0.64 0.117
H 4.305896 2.276452 2.321884 0.24 0.27 -0.49 0.114
H 8.759108 6.894225 3.215013 -0.42 -0.39 0.19 0.084
C 1.865208 -8.110921 -1.777486 -0.51 -0.22 -1.20 -0.021
C 1.357700 -9.428281 -1.787358 0.61 0.41 -1.25 -0.021
C 1.568872 -10.278380 -2.905107 0.56 0.67 1.18 -0.338
C 2.292013 -9.844774 -4.009424 0.75 1.47 0.92 -0.023
C 2.883525 -8.564920 -3.945817 -0.83 0.44 1.04 0.007
C 2.619154 -7.644635 -2.859999 0.08 -2.71 -1.34 -0.326
O 3.139778 -6.411918 -2.969641 -0.01 0.15 0.12 0.069
O 1.221563 -11.612140 -2.845464 -0.57 0.30 -0.06 0.016
H 1.508491 -7.375440 -1.071640 0.19 -0.15 0.54 0.114
H 0.793709 -9.753198 -0.925525 -0.11 -0.23 0.01 0.102
H 2.473253 -10.508256 -4.842100 0.01 -0.02 -0.01 0.108
H 3.528888 -8.205526 -4.733693 -0.09 0.01 -0.19 0.104
H 2.781287 -5.881077 -2.254597 0.07 0.50 0.13 0.116
H 0.471027 -11.616678 -2.246903 -0.16 -0.53 0.11 0.088
C -9.423556 3.969232 2.208884 1.88 -1.17 -1.25 0.002
C -10.159722 2.813204 2.474907 -0.23 1.25 1.01 -0.045
C -9.600730 1.551012 2.543519 -0.43 -0.81 -0.68 -0.349
C -8.324295 1.352924 2.118829 3.05 1.92 -1.25 0.003
C -7.548774 2.481449 1.666933 -1.70 -0.13 1.01 0.007
C -8.084425 3.769122 1.727415 -0.91 -0.30 -0.36 -0.303
O -7.396506 4.804666 1.086041 -0.64 -0.07 0.90 0.009
O -10.324807 0.423320 2.863017 -0.05 0.09 0.14 0.036
H -9.821271 4.973268 2.219928 -0.23 -0.09 0.01 0.106
H -11.194115 2.921814 2.765859 -0.24 0.04 0.07 0.104
H -7.771686 0.435403 1.980371 -0.68 -0.51 0.43 0.118
H -6.553369 2.386155 1.258919 0.03 -0.36 -0.03 0.117
H -6.514289 4.852203 1.461580 0.23 0.02 -0.05 0.099
H -11.253508 0.643461 2.966184 -0.05 0.12 0.05 0.092
C -3.332110 0.550143 6.496464 -0.38 4.72 2.84 -0.878
O -3.794277 1.503738 7.108112 -1.67 1.14 0.36 0.007
N -2.177973 0.645578 6.000994 6.75 1.56 -3.28 0.175
N -3.795365 -0.604507 6.515976 -4.83 -7.77 0.17 0.179
H -1.805521 1.584291 6.015235 0.13 -0.28 -0.13 0.128
H -1.704264 -0.021559 5.408859 -0.32 0.11 0.03 0.124
H -4.753455 -0.720813 6.813745 0.26 0.04 0.06 0.127
H -3.368580 -1.435527 6.132110 0.07 0.50 -0.11 0.126
C -4.717269 -4.156504 -3.965447 -3.31 0.48 0.06 -0.820
O -5.584063 -4.883690 -4.391533 -0.87 -1.75 -1.13 0.009
N -3.482967 -4.426831 -3.724936 4.89 -1.66 -0.18 0.173
N -5.007732 -2.939907 -3.559300 -1.10 3.31 0.79 0.153
H -3.060745 -5.125701 -4.319429 0.06 -0.03 0.30 0.120
H -2.917901 -3.606407 -3.558465 0.56 -0.41 0.11 0.115
H -4.268293 -2.331833 -3.237449 -0.48 0.32 0.11 0.106
H -5.963508 -2.616161 -3.601354 0.43 -0.08 0.04 0.112
C 1.714929 6.632060 -4.118187 2.02 -2.10 0.49 -0.783
O 2.270083 5.548933 -4.135485 -0.44 -0.73 -0.61 0.042
N 2.287942 7.648618 -3.515848 0.53 2.34 1.15 0.142
N 0.568770 6.959997 -4.675792 -2.48 -0.42 -1.72 0.155
H 1.777774 8.503315 -3.687143 1.30 0.47 0.77 0.096
H 3.196759 7.480484 -3.108565 -0.35 0.63 -0.03 0.121
H 0.171005 6.224434 -5.242208 -0.47 0.41 0.20 0.122
H 0.101793 7.834686 -4.483582 -0.08 -0.57 -0.26 0.103
C -1.012784 6.265285 3.046378 0.24 1.58 2.16 -0.790
O -1.472430 7.300960 3.511700 -0.18 0.40 0.13 0.002
N -0.163000 5.483647 3.709269 1.09 -0.70 2.04 0.150
N -1.278722 5.795509 1.877902 -1.26 -0.83 -4.34 0.167
H 0.005730 5.824961 4.644756 0.47 -0.47 -0.20 0.108
H 0.468073 4.865589 3.219512 -0.05 0.14 0.46 0.109
H -1.596594 6.467060 1.193739 -0.14 -0.53 -0.02 0.121
H -0.941686 4.884630 1.600771 -0.16 0.30 -0.30 0.120
C -4.691300 4.254315 -5.298325 0.42 -1.15 -1.67 -0.830
O -5.483378 4.946292 -5.826277 -3.23 3.87 -1.54 0.044
N -4.641296 3.988505 -4.024669 0.21 -0.53 3.57 0.172
N -3.821895 3.569458 -6.032098 2.42 -2.11 -0.33 0.152
H -5.095970 4.618278 -3.379102 0.04 -0.50 -0.13 0.119
H -4.069707 3.218433 -3.707851 -0.01 0.45 0.54 0.115
H -3.750449 3.608382 -7.038815 -0.47 0.00 0.52 0.110
H -3.459686 2.778184 -5.519450 0.73 -0.12 -0.86 0.102
C -0.422480 -3.018866 -8.883580 -0.27 0.03 -0.34 -0.859
O 0.521701 -3.071335 -8.188892 3.67 -0.54 2.37 0.099
N -1.483587 -2.349489 -8.614470 -5.09 3.53 2.61 0.163
N -0.549270 -3.604501 -10.042663 0.99 -2.63 -4.21 0.146
H -1.614645 -2.031905 -7.664703 0.24 0.10 -0.09 0.129
H -2.345441 -2.381295 -9.140094 0.40 -0.22 0.03 0.108
H 0.347646 -3.906270 -10.395612 -0.34 -0.14 -0.42 0.112
H -1.255685 -3.297247 -10.695865 0.42 -0.15 0.06 0.101

What E_tot values result from the calculations? In sequence: -293031.9370, -58527.0495, -110171.6783, -84663.5732 eV.